1.
The following is a DFT calculation (the ωB97M-V functional and the def2-TZVPD basis) of a structure of composition C65H75N5O2P3Pb.

Geometry as ORCA input:
```
! RIJCOSX wB97M-V def2-TZVPD def2/J DEFGRID3
* xyz 1 1
C 4.2049 -1.4088 -3.4190
C -0.6661 6.7062 -3.4742
C -3.7344 -4.0574 0.6631
H 2.0077 -2.1141 2.4776
C 4.8481 -2.4955 3.3652
C -0.5486 4.1912 0.6982
H -6.4287 1.6913 1.8523
C -4.6696 -5.4578 -1.2177
H 2.8473 2.4729 -3.0687
C 0.5048 4.3624 4.9971
H 0.7170 -4.8382 -3.3814
H 4.2054 -0.0628 2.1051
C -2.3168 3.6786 -0.9260
O 0.0852 -1.9674 3.6644
C -4.9410 1.0725 -1.6619
C 2.6035 3.2292 4.7419
H 0.9545 -3.4227 0.9599
C 0.1445 3.9985 3.7072
C 3.0931 -1.1575 -2.3800
H 1.1159 1.9158 -1.4054
H -1.7849 -1.7308 -4.1181
C -1.0642 -0.4642 5.2098
C 1.0176 3.2521 2.9115
C -0.7581 1.4646 -4.5839
H -0.8300 4.2890 3.3388
C 3.5928 -1.5123 -0.9711
C -3.3787 -1.7167 2.0165
P 2.1866 -1.5605 0.2281
H 4.0308 -2.5126 -1.0004
H 4.6857 -2.7936 1.2267
H -0.1831 4.9451 5.5989
H 2.9862 -5.5369 -2.0928
H -1.2782 7.1064 -4.2733
C 5.6048 -1.2515 -2.8026
H -0.6463 -0.3066 -5.7921
H -6.9317 0.5117 -2.2346
C 1.3789 6.6335 -2.2585
C 2.9297 2.8490 -2.0549
H 3.5949 -3.7947 2.1740
N -5.9713 -3.3885 -1.1590
C 0.6437 7.1316 -3.3244
C -1.7294 0.8793 4.8967
H 5.2528 0.7834 -2.2311
H -7.2439 -3.8118 -4.7056
C -0.2299 -4.5206 -1.4672
C -6.7808 -2.5354 -1.7763
O -1.8792 2.0154 2.7335
Pb -0.3855 0.1380 0.5956
H -3.3330 -6.1492 0.2117
H -2.2640 5.5226 -2.7501
H -4.1463 -2.7308 3.7459
H 2.2020 -1.7243 -2.6483
H 0.7733 -6.2352 -2.3242
H 2.0153 4.2762 6.5222
C 1.9637 2.5298 -1.1125
H 1.9758 -5.2891 0.1610
C 2.8843 -1.7674 1.9250
C 3.9452 -1.9350 4.4635
C -0.4779 5.2427 -1.5467
H 1.4410 5.3498 -0.5665
H 4.1928 0.4240 -0.2030
H -4.5333 0.9056 -2.6518
H 4.4865 -1.8697 5.4083
C -0.9779 0.1204 -4.8530
H -3.0155 -2.8986 -0.9886
H -3.2590 -0.7594 2.5102
C -1.8648 1.2327 -2.4524
H 2.4300 -0.3870 4.5371
H -0.4133 -5.1365 -0.5797
H 4.9248 4.7887 -0.1268
C 4.0249 -2.7935 2.0969
C -0.5026 -0.9264 3.8713
C 1.3805 -3.2235 -0.0295
H -4.0077 2.0317 1.4581
C -4.6564 1.7182 0.6452
H 2.4017 6.9560 -2.1006
C 3.2672 -0.4177 2.5384
N -0.7675 0.0295 2.9033
H 4.1002 -2.4118 -3.8410
C -1.4820 1.0679 3.4134
H -7.0931 -1.6681 -1.2028
C -6.8285 1.0766 -0.1671
H -0.2493 2.0888 -5.3092
H 4.0741 0.2331 4.4375
C 4.6732 -0.4911 -0.5661
H -5.7401 -5.5515 -3.7085
H 5.2692 -0.8921 0.2558
C 2.0351 3.0404 0.1865
H 2.5002 0.3192 2.2885
N -3.0368 -1.7589 0.7234
C -3.8766 -2.8117 2.7001
H 2.8050 -0.1029 -2.3786
H -0.2491 -0.3900 5.9293
C -3.9110 -5.2946 -0.1326
P 0.5579 2.7453 1.2168
C -6.0110 1.5152 0.8683
H 3.1105 -2.6253 4.6198
C 1.7343 3.9832 5.5184
C 2.2788 -4.7320 -1.8856
C 0.8298 5.7102 -1.3824
H 6.3320 -1.0302 -3.5850
C -5.5785 -4.4669 -1.8478
C 2.2474 2.8654 3.4507
H 6.6075 0.0496 -1.3925
P -2.3345 1.8283 -0.8035
C -6.8663 -3.7140 -3.6926
H -2.6730 3.9246 -1.9172
H -1.1715 -4.4792 -2.0203
H 0.4713 -2.5464 -1.9103
C 3.4045 -0.5477 4.0662
H -0.9922 3.0698 -3.1906
C -1.2266 5.7833 -2.6005
C 4.0934 4.1516 -0.4040
N -7.2468 -2.6291 -3.0207
H -1.3011 1.7240 5.4364
C -1.6194 -0.6789 -3.9137
H 1.0770 7.8449 -4.0131
H 3.5646 2.9211 5.1367
C 4.0001 3.6558 -1.6984
C 0.1969 -3.1251 -1.0210
H 5.3423 -3.4069 3.7047
C 2.3093 -4.4057 -0.3933
N -1.0036 4.2592 -0.6754
H 2.9450 2.2888 2.8589
C 3.1095 3.8606 0.5311
H 5.9223 -2.1883 -2.3362
H -4.6379 -6.4191 -1.7197
H -3.0626 4.0307 -0.2056
C -1.1932 2.0219 -3.3858
C 0.8668 -5.1475 -2.3444
C -6.2933 0.8540 -1.4279
H -0.6358 -2.6024 -0.5484
H 3.3321 -4.2179 -0.0705
C 5.5966 -0.1401 -1.7557
C -4.1165 1.5040 -0.6262
H -2.5407 -0.7549 -1.9710
H -7.8849 0.9094 0.0097
H 2.6243 -3.8643 -2.4563
H -2.8036 0.8842 5.0866
C -6.0346 -4.6745 -3.1448
H 0.0000 5.0926 0.9685
H -1.7565 -1.2195 5.5801
H 4.0890 -0.7045 -4.2467
H -4.4292 -4.8843 2.5184
C -2.0499 -0.1299 -2.7149
H 5.6383 -1.7720 3.1396
H 4.7581 3.9058 -2.4318
C -3.2331 -2.9028 0.0771
H 3.1719 4.2962 1.5193
H -1.4166 4.1003 1.3559
C -4.0348 -4.0071 2.0161
*
```

maximum force: 0.0122 hartree/bohr
HOMO: -9.70 eV
gap between HOMO and LUMO: 7.618 eV

These are the natural (NBO) partial charges, in e, on atoms 1 to 4: C -0.40; C -0.18; C -0.11; H 0.27

2.
The following is a DFT calculation (the ωB97M-V functional and the def2-TZVPD basis) of a cluster of 11 separate species, C66H165N11 in total at a distorted geometry.

Geometry as ORCA input:
```
! RIJCOSX wB97M-V def2-TZVPD def2/J DEFGRID3
* xyz 0 1
H -3.3429 -7.1457 -1.5891
H -5.0472 -6.5712 0.3935
H -2.1949 1.3350 3.7325
C 5.5005 -3.8287 -1.6188
H 5.0946 -3.8564 -4.4536
H -0.5953 -2.1411 -0.5706
C 1.6637 -7.9397 -0.3059
H 3.9108 -4.5426 -0.3182
H -4.1135 -2.7479 3.9598
H 0.9596 -7.4468 -0.9820
H 4.3130 -3.5025 6.7287
H -0.7646 1.1270 -3.1996
H 1.3291 -3.6331 -3.4194
H 2.7311 -4.4521 1.8615
H 2.4965 9.0742 2.6874
C 0.6485 -0.4947 -1.0599
C 2.2433 -1.2011 2.2460
C -0.7964 6.0044 -5.5584
H 6.6935 -4.0384 8.9236
N -0.6920 -5.6296 -3.2114
H 1.6118 -5.0598 3.0781
H -2.3581 7.4394 0.1024
H -4.5509 1.9372 1.6395
H 0.4211 0.6838 -4.8052
H 3.1903 -7.4525 1.0319
C 4.2916 -2.4016 6.7776
N 1.5522 -6.1754 1.3923
H 0.4767 6.8672 -0.1321
H -1.2988 -5.7210 1.7502
H -0.5842 4.7843 0.1047
H 0.0740 -2.1747 -5.8579
H 3.9073 0.1908 -0.0421
H -3.9815 0.5007 -6.9986
H 0.2231 -1.6686 1.5907
C -3.2231 -2.6637 3.3343
H -6.8836 -3.2772 -0.4760
H 5.1679 -1.9788 0.0879
H 0.2303 5.6735 -5.4028
N 1.1157 -0.1942 0.2853
H -1.4753 -0.5721 -0.5851
C 3.8812 8.8678 1.1859
C 4.2693 -2.5789 9.1585
H -2.4168 -5.8260 -0.8947
C 0.7891 -3.8161 -2.4893
C 0.5024 0.9848 0.9030
H 2.2419 -2.1304 2.8222
H 3.1811 5.8673 0.7175
H -1.2957 8.9992 -6.0486
H -6.2967 -1.6309 -0.2101
H 3.8322 -1.3624 -3.1566
C -6.2183 -2.6588 0.1429
H -2.2179 -1.3258 -6.7119
C -2.3288 3.5587 -0.2406
H 3.5097 -2.1470 -0.4828
C 4.9481 -1.8244 5.5097
H 0.5353 0.1307 -6.4345
H -1.8998 5.4615 -3.0655
C -0.6480 -4.2770 -2.6481
H 4.2424 8.2368 0.3695
H 1.0459 -8.5553 0.3471
C -4.3372 -3.0841 -1.3421
H 1.4207 -2.2037 0.4853
C -2.0322 -6.2238 -3.0523
C 2.3500 -5.3701 2.3303
H -2.1092 -7.1132 -3.6845
C -0.3347 -5.6652 -4.6371
H -3.2033 1.7584 6.0205
N -1.4008 0.3846 -5.7770
C 0.1122 -1.4743 -5.0248
H -2.3952 7.8902 -6.8295
H 0.2332 5.0759 -1.8688
H -1.0400 -4.2976 -1.6278
H -3.5328 -4.6135 0.7185
C -0.5719 -4.9327 1.5610
C -6.6559 -2.6166 1.6057
H 0.6456 -5.2046 -4.8036
H -5.9680 -1.9683 2.1512
H 2.9376 -7.0587 3.5703
H -1.9763 6.7365 3.0533
H -5.0334 -5.6482 -1.1263
H -1.4163 4.2612 -6.6129
C -5.3203 -5.6263 -0.0749
H 1.1558 -4.4139 0.3642
H 4.3883 -2.2629 4.6834
H -5.5704 0.4427 1.5502
H -1.3269 5.1903 4.5016
H -3.3992 -3.6454 -1.4036
H 6.2433 -3.7233 -0.8186
H -0.2442 11.0014 1.3466
C 4.3953 -4.8079 -1.2592
N 4.9417 -1.9707 8.0154
H 0.6053 0.9085 1.9847
H -4.8773 -4.4082 1.6673
H -2.1787 -5.4752 -5.7330
H -3.0440 9.2918 -5.9110
C -4.6107 -4.4726 0.6090
H 3.2480 -2.0857 6.7634
C 4.2164 -2.3771 -3.0680
C 1.5139 7.0802 0.1439
C 4.8248 -2.8015 -4.4036
C -1.9399 -0.2878 -6.9636
C 6.3979 -2.0656 8.0583
H -3.6754 -1.0406 -0.9776
C 3.3585 -6.1339 3.1802
H 0.8626 3.1048 1.0117
C -0.0161 -0.0256 -5.5070
C 0.6090 -5.3168 0.6906
H 4.2890 -6.3308 2.6454
H 4.7480 9.0296 1.8303
C -2.2736 8.5225 -5.9519
C -4.6202 0.9071 1.2882
H 0.8925 -2.8896 -1.9158
H -1.6253 -3.8957 -5.2007
H -3.5031 -2.8777 2.3047
H 0.1612 -5.7064 -0.2233
N -1.9786 5.1774 1.6308
H -3.3196 0.6754 -4.8490
H 4.8567 -5.7827 -1.0873
H 3.7934 0.0822 -1.7675
C 2.4602 -6.8811 0.4577
C 1.1926 -1.3750 1.1652
H -2.7815 1.4986 -7.8276
H 1.6800 5.3003 1.4634
H -4.2984 0.4020 5.8447
H -2.0669 5.6000 -0.4547
H -1.3620 3.4570 4.4881
H -7.6443 -2.1596 1.7115
H -2.6219 0.1101 5.9703
H 4.8215 -0.7431 5.5426
H 1.9993 -0.3685 2.9095
H -1.4971 7.0445 -2.4148
H -0.6657 6.6199 -6.4493
H 3.6505 9.8553 0.7810
H -1.1324 -0.4527 -7.6820
H 0.8993 6.5531 -2.6374
H -2.8489 -5.5956 -3.4429
H -1.6512 -1.1451 3.0253
C -1.6730 4.8506 0.2298
C -1.6705 6.5524 2.0233
C -2.3026 7.6337 1.1725
H 3.6051 -5.4958 4.0304
H 2.2974 -8.5687 -0.9330
H -4.5514 0.9810 0.2003
C -1.7548 4.3379 3.9735
H -1.8048 2.6963 0.1766
H 5.3436 0.2584 -0.9799
H 3.3157 -2.9960 -2.9138
C 7.0434 -3.4595 8.0676
H -2.8383 4.3861 4.0962
H -4.9916 -3.6521 -2.0250
H -0.1837 9.7236 2.4759
C 2.1033 5.7392 0.5621
C -4.0963 -1.6425 -1.7739
H -0.6910 -1.6701 -4.3119
H 4.0937 -2.2816 11.3321
C -1.2875 -4.8716 -5.5481
H -3.3224 0.0310 -8.5567
C -1.3390 4.2249 2.5276
C 0.4403 10.2466 1.7518
H 0.6233 0.4168 -1.6625
C -3.4914 0.0355 1.8129
H 4.5316 -3.6401 9.2720
C 4.5640 -1.8278 10.4604
H -1.5639 2.3504 -4.0132
H 2.0508 7.4362 -0.7447
C 0.2164 5.7113 -2.7516
H -3.5200 -0.9395 1.3187
H -4.9657 -1.1739 -2.2376
H 6.0012 -2.0832 5.4509
H -6.7552 -3.5686 2.1260
C -2.2887 0.4174 -4.6208
C -2.6093 -1.2899 3.5585
H -1.4225 3.2105 2.1354
H 1.2469 10.7766 2.2549
H -2.5208 0.4636 1.4918
C -3.3348 0.7983 5.5162
H 1.4539 -1.0979 -1.4948
C -1.7744 4.8549 -5.7661
H 0.0858 9.1805 -0.0562
H 6.6852 -1.4826 8.9322
C 2.6604 8.2919 1.9469
H -0.8203 -4.6100 -6.5019
H -2.5556 -3.4749 3.6398
H -0.5728 1.0114 0.6816
H -2.7842 5.2100 -5.9583
H 5.7593 -2.2603 -4.5750
H -2.5295 1.4720 -2.7749
H 6.1479 -4.1781 -2.4259
C -3.0650 0.4718 -7.5882
H 2.9560 7.3708 2.4421
H -0.3423 -4.4270 2.4993
H -2.3021 -0.5727 -4.1391
N -3.5406 -0.2019 3.2349
N -4.8481 -3.1549 0.0201
C -1.1576 6.2759 -3.1111
C -3.2056 0.9855 4.0144
H -1.2562 -3.5328 -3.1757
H -1.5973 -7.2851 -1.2482
H 6.8390 -1.5364 7.2140
H 2.9847 -6.2495 -0.2704
H 2.1984 2.2015 0.2525
H 3.2545 -0.9578 1.9217
H -3.3886 -1.7455 -2.6038
H -3.8404 1.8287 3.7291
H -1.7916 8.5984 1.2231
C 1.1144 2.2698 0.3618
H 0.7538 2.4562 -0.6534
H -3.2978 7.8791 1.5505
H -1.7498 4.1707 -4.9182
H 1.0149 -1.6827 -4.4477
C -1.7658 1.3809 -3.5443
C -2.3365 7.7270 -4.6385
H 5.6332 -1.9601 10.6618
H -0.5675 6.5911 2.0297
H -3.3882 3.5421 0.0072
N 5.0930 -2.4406 -1.9018
H -0.2416 4.3816 2.4804
H -3.3276 7.2367 -4.6539
C 4.5070 -1.7652 -0.7564
C 4.3822 -0.2589 -0.9165
H 2.0818 5.0228 -0.2605
N 1.4379 8.1111 1.1801
H -0.1562 -6.6730 -5.0085
C -2.3860 -6.6301 -1.6330
C -0.7203 -1.1865 -1.0802
H -2.3624 8.3977 -3.7762
H -2.2050 -1.3021 4.5708
H -1.1554 -1.3252 -2.0728
H 3.1957 -2.5224 8.9698
H 1.3513 -4.5309 -1.8855
H -2.1974 3.4369 -1.3193
H 6.8750 -3.9738 7.1232
H 4.4164 -0.7535 10.3840
H 1.6920 9.9167 0.0400
H 8.1152 -3.3174 8.2148
N -1.1867 6.8782 -4.4425
H 4.1219 -2.5374 -5.1921
H 3.6649 -4.8724 -2.0630
H 0.5827 5.0774 -3.5592
C 0.9333 9.3623 0.6043
H -6.4025 -5.4899 -0.0532
H -1.0746 -4.1416 0.9831
*
```

structure (SMILES): CCN(CC)CC.CCN(CC)CC.CCN(CC)CC.CCN(CC)CC.CCN(CC)CC.CCN(CC)CC.CCN(CC)CC.CCN(CC)CC.CCN(CC)CC.CCN(CC)CC.CCN(CC)CC
maximum force: 0.0365 hartree/bohr
HOMO: -8.01 eV
gap between HOMO and LUMO: 8.640 eV

These are the Mulliken partial charges, in e, on atoms 1 to 4: H 0.49; H 0.45; H -0.17; C -1.40